1.
C44H38N3P2Tc | ωB97M-V/def2-TZVPD

## Properties
LUMO level (alpha / beta) ... -9.937 / -11.144 eV
Multiplicity ... 4
ΔE to the lowest compared entry with this formula, charge and spin ... 1.155 eV
Frontier orbital gap (alpha / beta) ... 4.47 / 3.19 eV
E ... -71465.6212 eV
HOMO energy (alpha / beta) ... -14.4107 / -14.3329 eV
Molar mass ... 768.76 g/mol
Charge ... +3

Geometry (Å):
Tc 0.736 -0.351 -1.359
C -0.964 -4.004 -3.115
C -2.045 -3.489 -3.819
C -2.319 -2.132 -3.778
C -1.515 -1.281 -3.018
C -0.421 -1.807 -2.300
C -0.159 -3.164 -2.360
C -1.648 0.163 -2.968
C -2.652 0.877 -3.644
C -2.620 2.246 -3.669
C -1.586 2.929 -2.993
C -1.448 4.332 -3.021
C -0.436 4.947 -2.330
C 0.482 4.184 -1.593
C 0.376 2.817 -1.550
C -0.643 2.156 -2.258
N -0.688 0.793 -2.261
H -0.733 -5.057 -3.159
H -2.661 -4.153 -4.407
H -3.137 -1.744 -4.361
H 0.682 -3.586 -1.831
H -3.427 0.338 -4.162
H -3.365 2.816 -4.203
H -2.149 4.909 -3.606
H -0.335 6.020 -2.358
H 1.286 4.687 -1.078
H 1.079 2.222 -0.966
C 5.243 0.942 -4.362
N 4.089 0.239 -3.868
C 3.698 -0.998 -4.281
C 2.541 -1.290 -3.625
N 2.217 -0.237 -2.810
C 3.183 0.668 -2.988
H 5.993 0.224 -4.689
H 5.678 1.574 -3.591
H 4.969 1.564 -5.217
H 4.253 -1.569 -4.998
H 1.920 -2.160 -3.704
H 3.223 1.631 -2.511
C -0.357 -0.596 2.522
P -0.351 -1.064 0.708
C -2.132 -1.316 0.450
C -2.872 -0.136 0.567
C -4.231 -0.140 0.322
C -4.853 -1.319 -0.064
C -4.117 -2.484 -0.202
C -2.753 -2.492 0.045
C 0.576 -2.631 0.768
C 1.819 -2.570 0.126
C 2.599 -3.699 -0.023
C 2.153 -4.905 0.502
C 0.954 -4.963 1.196
C 0.159 -3.833 1.329
P 1.031 0.503 3.105
C 1.058 0.380 4.912
C 0.570 -0.720 5.623
C 0.545 -0.685 7.004
C 1.069 0.407 7.690
C 1.605 1.483 6.988
C 1.622 1.461 5.609
C 0.321 2.168 2.849
C 0.944 3.114 2.049
C 0.420 4.394 1.956
C -0.728 4.722 2.659
C -1.355 3.773 3.450
C -0.835 2.497 3.558
H -0.301 -1.550 3.054
H -1.307 -0.106 2.755
H -2.369 0.784 0.849
H -4.800 0.768 0.437
H -5.916 -1.324 -0.253
H -4.610 -3.399 -0.494
H -2.191 -3.407 -0.072
H 2.196 -1.590 -0.241
H 3.544 -3.650 -0.540
H 2.748 -5.794 0.375
H 0.637 -5.896 1.635
H -0.783 -3.893 1.855
H 0.184 -1.590 5.115
H 0.127 -1.515 7.553
H 1.085 0.407 8.770
H 2.026 2.322 7.520
H 2.054 2.289 5.065
H 1.857 2.860 1.529
H 0.923 5.146 1.368
H -1.119 5.727 2.609
H -2.241 4.033 4.012
H -1.305 1.772 4.208

Atomic forces in eV per Å
-1.1 -1.0 -0.8
-0.1 0.2 0.0
0.1 -0.1 0.1
0.2 0.3 0.3
0.1 -0.2 0.0
0.2 0.8 0.2
0.6 -0.3 0.3
-0.4 0.2 -0.2
0.3 -0.1 0.2
0.3 0.0 0.2
0.2 -0.4 0.1
0.2 0.1 0.2
-0.2 0.0 -0.2
0.1 -0.2 0.0
-0.1 -0.2 -0.2
0.3 1.2 0.1
-0.2 -0.5 -0.1
0.0 -0.1 0.0
-0.1 0.0 -0.1
-0.1 0.1 0.0
0.0 -0.1 0.0
0.0 -0.1 0.0
-0.1 0.0 -0.1
-0.1 0.1 0.0
0.0 0.1 0.0
0.0 0.0 0.1
0.1 0.1 0.2
0.8 0.7 -0.5
-0.9 -0.1 0.7
-0.5 -0.6 0.1
0.4 -0.6 -0.7
0.2 0.2 0.1
0.4 0.6 0.0
-0.1 0.0 0.1
-0.1 -0.1 0.0
0.0 -0.1 0.1
0.1 -0.1 -0.1
0.0 -0.1 0.0
0.1 0.1 0.1
0.0 0.9 0.1
-1.0 -1.2 2.1
0.3 0.3 -0.5
0.2 0.0 0.0
0.0 0.0 0.0
0.0 0.1 0.0
0.0 -0.1 0.0
0.1 0.0 0.0
0.1 0.5 -0.5
-0.6 0.3 0.0
0.3 -0.1 -0.2
0.1 0.2 -0.1
-0.1 0.1 0.0
-0.1 0.1 -0.1
1.3 0.1 -1.1
-0.2 -0.1 0.2
-0.1 0.5 -0.3
0.3 0.1 0.4
-0.1 -0.1 -0.2
0.1 -0.3 0.2
-0.3 -0.3 -0.3
-0.3 -0.7 0.3
0.0 -0.1 0.0
-0.1 0.1 0.0
0.1 0.1 -0.1
-0.3 -0.1 0.2
0.1 0.3 -0.3
-0.1 0.0 -0.3
0.0 -0.3 -0.1
-0.1 0.1 0.1
-0.1 0.1 0.0
-0.1 0.0 0.0
0.0 -0.1 0.0
0.1 -0.1 0.0
0.3 -0.1 0.2
0.2 0.0 0.0
0.1 -0.1 0.0
-0.1 -0.1 0.0
-0.1 0.0 0.0
-0.1 -0.1 -0.1
0.0 -0.1 0.0
-0.1 0.0 0.0
0.0 0.1 0.0
0.0 0.1 0.0
0.2 0.0 0.0
0.1 0.1 0.0
-0.1 0.1 0.0
-0.1 0.1 0.0
0.0 0.0 0.1


2.
C44H39GeN3O4RuS | ωB97M-V/def2-TZVPD

## Properties
LUMO level (alpha / beta) ... 0.214 / -1.126 eV
Multiplicity ... 5
Frontier orbital gap (alpha / beta) ... 7.25 / 6.74 eV
E ... -128847.8622 eV
HOMO energy (alpha / beta) ... -7.0326 / -7.8641 eV
Molar mass ... 879.56 g/mol

Geometry (Å):
Ru -1.403 0.480 1.641
C 0.327 -0.348 2.128
Ge 1.543 -0.206 0.551
C 0.579 0.501 -1.031
C 1.053 1.546 -1.886
C 0.377 1.897 -2.981
C -0.812 1.288 -3.392
C -1.312 0.308 -2.591
C -0.623 -0.061 -1.426
C 2.191 -2.000 0.106
C 2.309 -2.462 -1.189
C 2.878 -3.713 -1.444
C 3.263 -4.457 -0.386
C 3.122 -4.037 0.931
C 2.575 -2.797 1.222
C 3.199 0.803 0.710
C 3.681 1.511 1.766
C 4.979 1.935 1.752
C 5.783 1.735 0.623
C 5.329 1.060 -0.472
C 4.011 0.524 -0.413
H 0.525 -0.990 3.002
H 1.866 2.193 -1.559
H 0.789 2.711 -3.608
H -1.296 1.473 -4.316
H -2.321 -0.080 -2.854
H -1.104 -0.847 -0.932
H 2.085 -1.750 -1.947
H 2.923 -4.103 -2.441
H 3.771 -5.394 -0.570
H 3.445 -4.617 1.768
H 2.483 -2.409 2.167
H 2.992 1.819 2.542
H 5.395 2.370 2.588
H 6.795 2.235 0.679
H 5.940 0.977 -1.382
H 3.548 -0.080 -1.194
O -3.935 -0.325 -0.456
C -4.256 0.479 0.408
C -5.718 1.000 0.637
C -5.575 2.011 1.745
C -4.090 1.961 2.109
O -3.591 2.724 2.890
N -3.413 1.051 1.392
H -6.363 0.139 0.882
H -6.035 1.339 -0.324
H -6.107 1.619 2.613
H -5.870 3.085 1.433
C -0.666 6.322 -1.241
N -0.717 4.883 -1.170
N -0.124 4.344 -0.057
C -0.735 3.145 0.249
O -0.346 2.308 1.155
C -1.772 2.973 -0.737
C -1.700 4.067 -1.561
C -2.472 4.497 -2.731
C 1.131 4.790 0.424
C 2.185 5.132 -0.333
C 3.374 5.491 0.318
C 3.440 5.567 1.670
C 2.347 5.161 2.491
C 1.188 4.849 1.839
H 0.331 6.685 -1.070
H -1.319 6.773 -0.500
H -0.991 6.615 -2.223
H -2.362 2.093 -0.852
H -2.962 3.626 -3.274
H -1.800 4.968 -3.427
H -3.272 5.216 -2.604
H 2.136 4.988 -1.409
H 4.234 5.702 -0.293
H 4.360 5.869 2.156
H 2.440 5.113 3.561
H 0.251 4.520 2.340
C -2.052 -10.652 -0.384
C -2.019 -9.220 0.138
O -2.653 -8.763 1.024
S -0.976 -8.115 -0.824
C -1.245 -6.629 0.094
C -2.538 -6.097 0.188
C -2.771 -4.852 0.690
C -1.674 -4.103 1.187
C -0.377 -4.713 1.139
C -0.116 -5.988 0.597
C -1.819 -2.733 1.605
C -1.765 -1.525 1.731
H -2.018 -11.375 0.494
H -1.226 -10.784 -1.143
H -2.986 -10.680 -0.879
H -3.382 -6.613 -0.194
H -3.837 -4.509 0.667
H 0.471 -4.017 1.309
H 0.874 -6.426 0.354

Atomic forces in eV per Å
0.4 -1.1 0.0
0.8 0.2 -0.1
-0.9 0.1 0.6
0.0 0.4 -0.7
0.6 -0.6 2.9
-0.5 1.6 -3.0
0.9 -0.5 0.6
-1.1 0.1 -0.1
-0.1 0.2 -0.9
-0.2 -0.1 1.4
0.6 -0.1 0.6
-1.1 1.2 -0.5
0.9 -1.4 0.9
-0.2 0.9 0.6
0.2 -0.5 -4.1
-0.1 -1.4 -2.0
-0.6 0.7 0.7
0.2 -0.8 -1.7
1.5 1.4 1.4
-1.3 -0.8 -1.2
0.6 0.9 0.8
0.1 0.2 -0.7
0.3 -0.5 -0.1
-0.3 -0.4 0.4
-0.3 0.6 -0.7
1.0 -0.2 0.5
-0.4 -1.2 1.3
-0.4 0.1 -0.9
0.3 0.0 -0.4
-0.1 -0.2 0.0
0.3 -0.6 0.2
-0.2 0.6 2.3
0.1 -0.3 0.4
0.8 1.2 1.6
-1.1 -0.9 -0.4
-0.3 -0.1 0.5
0.6 0.2 -0.1
0.0 1.1 0.8
-0.4 -0.5 0.8
1.1 -1.3 -0.3
-0.3 0.9 -0.5
-1.0 0.8 -0.6
0.8 0.8 1.3
-0.4 -1.5 -2.0
0.4 0.3 0.0
-0.4 0.6 -0.6
-0.2 0.7 0.1
0.4 -1.8 0.9
-0.6 0.2 -0.2
1.6 0.2 0.6
-0.1 -1.0 0.4
-0.4 -1.3 -0.1
-0.6 1.5 -1.0
0.8 1.0 0.3
-1.0 -0.4 0.4
-1.2 -1.4 -1.7
-1.3 0.0 2.5
1.1 -0.4 -1.0
-0.3 0.3 -1.1
-0.2 -0.5 1.8
0.7 0.6 -1.3
-1.3 -0.9 0.0
0.4 0.0 -0.1
-0.2 0.1 0.2
-0.1 0.2 -0.4
-0.3 -0.2 0.0
0.8 0.9 0.8
0.3 0.0 -0.5
-0.1 0.1 0.7
0.1 0.2 0.0
0.2 0.2 0.0
0.0 -0.1 -0.1
-0.1 0.1 0.2
1.0 0.4 -0.1
1.7 0.2 0.9
1.0 -0.1 -1.2
-1.1 -0.4 1.5
0.1 -0.3 -0.1
0.1 -0.3 -0.1
0.8 -0.1 -0.3
-0.4 0.8 0.7
0.3 -1.0 -0.2
0.5 1.3 -0.4
-1.2 0.8 -0.5
0.4 -0.6 -0.6
-0.1 1.3 0.1
0.0 0.9 -1.3
-0.9 -0.2 1.0
-1.1 -0.6 -0.6
-0.4 -0.7 -0.4
1.3 0.1 0.2
-0.7 -0.8 0.3
-0.6 0.7 0.7